Entry from the Open Molecules 2025 dataset: 14 unconnected molecules or ions with the total composition C16H60N14O14 at a distorted geometry (ωB97M-V/def2-TZVPD).

Results
Orbital gap (eV): 8.74
LUMO level (eV): 0.0016
Energy above the lowest of the compared OMol25 structures with the same formula, charge and spin (kJ/mol): 815.5
E_HOMO (Eh): -0.32105

Geometry as ORCA input:
```
! wB97M-V def2-TZVPD RIJCOSX def2/J DEFGRID3
* xyz 0 1
C -3.71170 0.12661 1.39712
C -3.01670 0.69161 0.12512
O -2.25270 -0.29139 -0.51288
H -4.17970 0.98161 1.83812
H -2.96170 -0.24439 2.13712
H -4.45370 -0.55439 1.09812
H -2.33170 1.54061 0.44112
H -3.77070 1.04361 -0.58688
H -1.50870 0.19561 -0.86888
C 1.88130 -4.21639 2.30712
C 0.72330 -3.62739 1.51612
O -0.33670 -3.39739 2.38712
H 1.61330 -5.13539 2.74812
H 2.19230 -3.57439 3.10212
H 2.74030 -4.45839 1.74012
H 0.38330 -4.26139 0.79912
H 0.95630 -2.71739 1.06912
H -1.01070 -3.28139 1.79112
C 2.57830 3.16661 -3.80588
O 2.15030 2.23761 -4.85788
N 2.62230 2.84661 -2.55088
N 2.61430 4.42961 -4.08488
H 2.60330 1.83161 -2.31088
H 3.13430 3.41861 -1.84188
H 2.72530 4.69561 -5.12188
H 2.95230 5.01661 -3.38388
C 0.21930 5.42761 -1.52088
O -0.67670 6.05961 -0.66588
N 0.82330 5.99661 -2.57288
N 0.57030 4.19161 -1.41688
H 0.53730 7.02161 -2.81888
H 1.22130 5.40961 -3.30088
H 0.37730 3.68561 -0.54988
H 1.34130 3.70161 -1.92988
C -1.32070 -0.92239 4.20812
O -0.80370 -0.47339 3.03212
N -1.98870 -0.18639 5.02912
N -1.24370 -2.13539 4.61012
H -2.22270 0.67961 4.56012
H -2.51870 -0.41039 5.87212
H -0.71470 -2.67539 3.92512
H -0.91170 -2.32439 5.58412
C -2.71570 -1.56339 -4.18488
O -1.52870 -1.99739 -4.80388
N -3.03070 -1.95539 -3.00088
N -3.48070 -0.63539 -4.55688
H -2.30770 -2.45339 -2.44488
H -3.76870 -1.50039 -2.44988
H -3.31070 -0.21939 -5.51188
H -4.44270 -0.55239 -4.23288
C -1.46170 2.78761 3.89012
O -2.61770 2.12661 3.56412
N -0.27170 2.26061 3.75612
N -1.40370 4.02761 4.26712
H -0.21970 1.32761 3.44812
H 0.57030 2.63561 4.17912
H -2.18270 4.60461 4.42012
H -0.54170 4.48961 4.61212
C -2.16770 -3.71739 -0.11288
O -1.34170 -3.35939 -1.20788
N -2.76070 -2.78239 0.51312
N -2.37170 -4.94039 0.30312
H -2.69370 -1.83639 0.05512
H -3.17970 -2.85039 1.48012
H -1.76770 -5.65439 -0.25688
H -2.75970 -5.37239 1.15712
C 1.04530 -0.29939 -0.65888
O 2.11030 0.31161 -1.28488
N 0.56330 -1.35339 -1.14388
N 0.47630 0.18761 0.44912
H 1.15530 -1.60239 -1.93388
H -0.34270 -1.82639 -0.96688
H 0.69030 1.19861 0.69712
H -0.35370 -0.27139 0.91712
C 4.32830 -2.10839 -0.97988
O 3.38230 -2.92139 -0.32488
H 5.20330 -2.67539 -1.34188
H 4.62230 -1.38939 -0.19588
H 3.87330 -1.54439 -1.78388
H 2.84030 -2.31839 0.19012
C 2.36430 -0.15939 3.61712
O 2.70330 -0.66139 2.37012
H 1.83430 0.75361 3.60512
H 3.29530 -0.05939 4.17512
H 1.80230 -0.78239 4.28612
H 2.04030 -0.48139 1.78812
C -0.72770 1.21661 -3.14288
O -1.01570 2.02561 -2.02388
H 0.31130 0.94561 -3.15188
H -1.05570 1.59561 -4.10288
H -1.20470 0.20261 -3.02288
H -0.69270 2.96061 -2.08788
C 1.93230 2.85361 1.09312
O 0.60030 3.16261 1.12112
H 2.44330 3.79461 1.36612
H 2.32230 2.63061 0.08512
H 2.18730 2.03061 1.72612
H 0.37430 3.20661 2.04812
C 1.53630 -3.75039 -3.36788
O 0.98230 -2.43639 -3.57188
H 1.94030 -4.19739 -4.28488
H 0.69430 -4.34739 -2.99288
H 2.26330 -3.77539 -2.56088
H 0.20730 -2.49339 -4.10588
*
```

Entry from the Open Molecules 2025 dataset: 16 unconnected molecules or ions with the total composition C16H64O16 at a distorted geometry (ωB97M-V/def2-TZVPD).

Results
Orbital gap (eV): 9.66
LUMO level (eV): 0.3136
Energy above the lowest of the compared OMol25 structures with the same formula, charge and spin (kJ/mol): 573.0
E_HOMO (Eh): -0.34344

Geometry as ORCA input:
```
! wB97M-V def2-TZVPD RIJCOSX def2/J DEFGRID3
* xyz 0 1
C -2.27190 -0.35004 -2.37280
O -1.04237 -0.93927 -2.91291
H -2.86939 0.01404 -3.25085
H -2.84712 -1.09382 -1.85809
H -1.98047 0.46774 -1.74701
H -0.67286 -0.26940 -3.50414
C 1.91335 4.83583 0.09356
O 1.84976 3.46626 -0.27692
H 1.19011 5.03139 0.90704
H 2.93643 4.93122 0.44506
H 1.68051 5.43293 -0.77134
H 0.88903 3.23717 -0.21006
C 4.09458 -0.74259 -4.07588
O 3.27397 0.44973 -4.16564
H 5.16040 -0.47656 -3.84597
H 3.63002 -1.44967 -3.35894
H 4.16537 -1.17728 -5.12479
H 3.34857 0.95111 -3.30108
C -2.57557 4.36704 -0.48494
O -2.55023 2.94346 -0.65146
H -3.46720 4.81207 -0.93357
H -2.65433 4.67893 0.57989
H -1.69716 4.72561 -0.99854
H -1.69397 2.76451 -0.33076
C 0.27586 2.03968 -4.75523
O 0.59354 0.70445 -4.38268
H -0.74175 2.27422 -4.37377
H 0.97219 2.75626 -4.40972
H 0.29619 2.06969 -5.86753
H 1.51780 0.59703 -4.17258
C 3.79936 0.69541 4.47471
O 5.07438 1.31118 4.19379
H 3.04719 1.50872 4.39180
H 3.50705 -0.11216 3.78450
H 3.81093 0.28423 5.48403
H 5.75984 0.68084 4.30706
C 0.22768 -4.71780 0.69674
O 0.16404 -3.70932 1.76606
H -0.05816 -5.69192 1.12535
H -0.44676 -4.33897 -0.13703
H 1.28247 -4.70901 0.34977
H 0.31323 -2.87630 1.32659
C -6.30464 1.06186 -2.98676
O -5.75624 2.12370 -2.29175
H -7.32123 0.85092 -2.55958
H -6.40891 1.30970 -4.03199
H -5.79116 0.12791 -3.00457
H -5.69959 1.89612 -1.32500
C -0.29068 -4.14497 -4.21695
O -1.14277 -3.72298 -3.19417
H 0.51844 -4.84855 -3.75716
H -0.79943 -4.67028 -5.00308
H 0.27110 -3.29662 -4.65190
H -1.22506 -2.76960 -3.30847
C 1.08940 -0.82376 8.92276
O 1.52030 -0.53776 7.58249
H 0.64692 -1.78876 8.81375
H 1.91329 -0.91455 9.61889
H 0.36836 -0.04926 9.24788
H 2.37923 -0.07307 7.50030
C 1.63678 -3.00984 5.26181
O 2.71195 -2.67320 6.16921
H 0.69588 -3.26177 5.89339
H 1.43975 -2.19735 4.61936
H 1.92714 -3.86857 4.69902
H 2.29531 -2.08311 6.83475
C -3.22748 -5.19652 -0.81014
O -3.19176 -5.38597 -2.18651
H -3.11888 -4.14364 -0.53939
H -4.13808 -5.59683 -0.37923
H -2.44317 -5.78910 -0.28766
H -2.42826 -4.87985 -2.54676
C -0.13588 1.82834 1.96618
O -0.30480 1.96159 0.51892
H 0.65074 2.50468 2.35929
H -1.11879 1.98654 2.41787
H 0.02828 0.78331 2.12772
H -0.12398 1.09874 0.10920
C 4.14567 3.38055 -2.40303
O 3.69718 2.12198 -1.92989
H 3.49102 3.76017 -3.18296
H 4.14583 4.07984 -1.62424
H 5.22445 3.26129 -2.70264
H 2.98092 2.28436 -1.28336
C 1.95632 -0.86989 -0.54911
O 0.52574 -0.81191 -0.43274
H 2.34457 -1.34326 -1.45956
H 2.40658 0.13051 -0.40800
H 2.29953 -1.46931 0.28255
H 0.13874 -0.95567 -1.30720
C -5.12873 1.57261 1.62954
O -4.89010 1.28452 0.24193
H -4.95422 2.60666 1.87892
H -6.18404 1.35150 1.74581
H -4.56966 0.85394 2.18180
H -3.95648 1.57804 0.08877
*
```

Entry from the Open Molecules 2025 dataset: a molecular structure, C16H6Br4CoIO2 at a distorted geometry (ωB97M-V/def2-TZVPD).

Results
Orbital gap (spin up / spin down) (eV): 6.50 / 6.47
LUMO level (spin up / spin down) (eV): 2.3473 / 2.2963
E_HOMO (spin up / spin down) (Eh): -0.15279 / -0.15332
Expectation value of S²: 3.76

Geometry as ORCA input:
```
! wB97M-V def2-TZVPD RIJCOSX def2/J DEFGRID3
* xyz -1 4
Co 0.57591 0.35621 -0.26888
Br 7.09138 0.96525 1.68447
C 5.28153 1.33081 1.26451
C 4.70616 2.53940 1.63340
Br 5.72319 3.83922 2.56166
C 3.36891 2.79400 1.30760
Br 2.51461 4.40519 1.81661
C 2.59322 1.88117 0.59264
O 1.34362 2.09542 0.26721
C 3.19023 0.62710 0.20988
O 2.45270 -0.23429 -0.44384
C 4.51548 0.38556 0.57250
Br 5.22900 -1.29657 0.07633
I -0.20087 -0.71255 2.02125
C -1.99559 -1.25107 0.98642
C -2.95011 -1.92129 1.69364
C -4.14599 -2.29400 1.04959
C -4.33594 -1.98303 -0.26562
C -3.34847 -1.28791 -1.00301
C -3.55112 -0.96892 -2.36429
C -2.58940 -0.29770 -3.06358
C -1.38794 0.08243 -2.43505
C -1.11543 -0.19267 -1.10861
C -2.12469 -0.89574 -0.37921
H -2.79816 -2.16703 2.73582
H -4.90800 -2.82622 1.60490
H -5.25120 -2.26309 -0.77555
H -4.48176 -1.26881 -2.83329
H -2.74950 -0.05503 -4.10842
H -0.65176 0.61416 -3.02906
*
```

no.,total energy (hartree)
1,-2465.43559
2,-1851.54948
3,-12740.40964